# 1
Formula: C37H87BN8O3P
Source: the OMol25 dataset
Level of theory: ωB97M-V with the def2-TZVPD basis set

Bonds (Å) are listed after each position.
Element x y z (Å)
1 P -0.0479 0.2248 -1.2368  N5 1.761, C15 1.844, C29 1.829
2 O -2.1780 4.4021 3.2031  B50 1.359, H67 0.962
3 O -5.4786 -1.5950 6.3721  C16 1.357, C26 1.429
4 O -7.0533 -0.1731 7.1156  C16 1.192
5 N -1.6673 0.1613 -0.5468  P1 1.761, C22 1.336, H130 1.007
6 N -1.3789 1.6732 1.2735  C22 1.343, C34 1.332
7 N 0.4569 6.2391 -4.2785  C20 1.456, C21 1.453, C28 1.452
8 N 2.4506 -5.9055 -1.8746  C24 1.451, C25 1.457, C32 1.451
9 N -3.4041 1.5614 2.1217  N10 1.372, C23 1.462, C34 1.326
10 N -3.3520 0.7412 1.0228  N9 1.372, C22 1.344, H135 1.007
11 N 3.1672 -1.1240 -6.6009  C17 1.448, C19 1.454, C47 1.454
12 N -0.7585 -3.5332 8.1873  C13 1.455, C41 1.451, C48 1.454
13 C 0.3223 -4.0297 9.0246  N12 1.455, C27 1.532, H65 1.093, H131 1.094
14 C 0.1908 2.4097 -2.9461  C29 1.552, H63 1.089, H87 1.089, H99 1.090
15 C 1.0024 -0.4710 0.1103  P1 1.844, C31 1.544, H52 1.094, H116 1.090
16 C -5.9050 -0.4351 6.9322  O3 1.357, O4 1.192, H124 1.108
17 C 2.1195 -1.1813 -5.6025  N11 1.448, C36 1.535, H75 1.095, H76 1.095
18 C -0.0115 1.3871 4.3976  C45 1.537, H84 1.089, H101 1.090, H112 1.092
19 C 3.9384 0.1077 -6.6425  N11 1.454, C43 1.535, H60 1.093, H81 1.092
20 C -0.2245 6.5760 -5.5203  N7 1.456, C40 1.533, H64 1.093, H66 1.092
21 C 0.3822 7.2416 -3.2294  N7 1.453, C37 1.521, H88 1.101, H119 1.094
22 C -2.1068 0.8300 0.5235  N5 1.336, N6 1.343, N10 1.344
23 C -4.5875 1.7178 2.9663  N9 1.462, C42 1.533, H83 1.089, H108 1.090
24 C 1.9518 -7.1211 -1.2586  N8 1.451, C49 1.533, H57 1.094, H128 1.094
25 C 2.6046 -5.9928 -3.3205  N8 1.457, C38 1.521, H68 1.093, H103 1.102
26 C -4.5255 -1.4063 5.3238  O3 1.429, C33 1.534, H90 1.087, H129 1.098
27 C 0.5417 -3.3678 10.3890  C13 1.532, H54 1.091, H70 1.091, H120 1.090
28 C 1.7772 5.6510 -4.4186  N7 1.452, C35 1.533, H132 1.094, H137 1.096
29 C 0.3147 2.0046 -1.4530  P1 1.829, C14 1.552, H79 1.090, H114 1.089
30 C 0.4922 -4.2608 -1.9563  C32 1.537, H62 1.090, H73 1.090, H106 1.093
31 C 1.8762 0.4650 0.9731  C15 1.544, H93 1.087, H94 1.090, H96 1.089
32 C 1.8722 -4.6585 -1.4101  N8 1.451, C30 1.537, H115 1.092, H122 1.094
33 C -5.0295 -0.4784 4.2115  C26 1.534, C42 1.531, H58 1.096, H78 1.092
34 C -2.1976 2.1001 2.2339  N6 1.332, N9 1.326, B50 1.607
35 C 2.9385 6.5471 -4.8629  C28 1.533, H72 1.092, H111 1.090, H125 1.089
36 C 0.8532 -0.3419 -5.8214  C17 1.535, H77 1.090, H91 1.093, H100 1.090
37 C -1.0443 7.6417 -2.8857  C21 1.521, H95 1.091, H118 1.090, H126 1.092
38 C 3.3698 -4.8094 -3.8936  C25 1.521, H82 1.090, H98 1.090, H121 1.091
39 C -0.7548 -0.9828 8.4415  C41 1.536, H51 1.091, H109 1.094, H127 1.088
40 C 0.1989 7.8583 -6.2467  C20 1.533, H61 1.089, H97 1.091, H123 1.091
41 C -0.5452 -2.2344 7.5765  N12 1.451, C39 1.536, H55 1.095, H71 1.093
42 C -4.4595 0.9410 4.2811  C23 1.533, C33 1.531, H56 1.092, H117 1.095
43 C 3.3101 1.3284 -7.3286  C19 1.535, H53 1.092, H107 1.090, H133 1.091
44 C -3.1963 -3.4854 7.7626  C48 1.519, H80 1.090, H85 1.089, H110 1.092
45 C -0.8805 2.6407 4.5871  C18 1.537, B50 1.559, H92 1.098, H102 1.096
46 C 3.9380 -1.8747 -8.8377  C47 1.521, H74 1.090, H104 1.091, H134 1.090
47 C 2.7675 -1.6623 -7.8907  N11 1.454, C46 1.521, H59 1.102, H105 1.094
48 C -2.0791 -3.7485 8.7576  N12 1.454, C44 1.519, H69 1.092, H86 1.102
49 C 0.5352 -7.5843 -1.6188  C24 1.533, H89 1.090, H113 1.091, H136 1.091
50 B -1.7229 3.1326 3.3705  O2 1.359, C34 1.607, C45 1.559
51 H -1.6669 -1.0507 9.0368  C39 1.091
52 H 0.3056 -0.9909 0.7743  C15 1.094
53 H 4.0843 2.0676 -7.5417  C43 1.092
54 H 1.2149 -3.9831 10.9876  C27 1.091
55 H -1.2072 -2.1598 6.7074  C41 1.095
56 H -4.9316 1.5201 5.0772  C42 1.092
57 H 2.6523 -7.9204 -1.5167  C24 1.094
58 H -4.7244 -0.9201 3.2558  C33 1.096
59 H 2.0110 -1.0422 -8.3980  C47 1.102
60 H 4.2024 0.3636 -5.6127  C19 1.093
61 H 1.1360 7.7393 -6.7879  C40 1.089
62 H -0.3188 -4.7951 -1.4622  C30 1.090
63 H -0.2182 1.5981 -3.5458  C14 1.089
64 H -0.1172 5.7219 -6.1938  C20 1.093
65 H 1.2478 -3.9739 8.4450  C13 1.093
66 H -1.2942 6.6397 -5.3089  C20 1.092
67 H -1.5326 5.1132 3.2627  O2 0.962
68 H 3.1460 -6.9155 -3.5422  C25 1.093
69 H -2.1292 -4.7906 9.0815  C48 1.092
70 H -0.3893 -3.2652 10.9476  C27 1.091
71 H 0.4675 -2.2280 7.1645  C41 1.093
72 H 3.8840 6.0281 -4.6955  C35 1.092
73 H 0.4114 -4.4365 -3.0294  C30 1.090
74 H 4.3987 -0.9345 -9.1419  C46 1.090
75 H 2.5574 -0.9138 -4.6350  C17 1.095
76 H 1.8184 -2.2298 -5.5070  C17 1.095
77 H 0.4554 -0.4602 -6.8298  C36 1.090
78 H -6.1218 -0.4617 4.2216  C33 1.092
79 H -0.3766 2.6038 -0.8595  C29 1.090
80 H -4.1582 -3.7498 8.2020  C44 1.090
81 H 4.8888 -0.1084 -7.1345  C19 1.092
82 H 4.3432 -4.6983 -3.4147  C38 1.090
83 H -4.7055 2.7837 3.1561  C23 1.089
84 H 0.9555 1.6430 3.9677  C18 1.089
85 H -3.2497 -2.4346 7.4832  C44 1.089
86 H -2.2616 -3.1404 9.6577  C48 1.102
87 H -0.4257 3.3021 -3.0462  C14 1.089
88 H 0.9555 8.1520 -3.4638  C21 1.101
89 H -0.2311 -6.9710 -1.1444  C49 1.090
90 H -4.3080 -2.3882 4.9125  C26 1.087
91 H 0.0787 -0.6654 -5.1213  C36 1.093
92 H -1.5729 2.4934 5.4269  C45 1.098
93 H 1.6757 1.5192 0.8002  C31 1.087
94 H 1.6907 0.2793 2.0313  C31 1.090
95 H -1.0415 8.3149 -2.0275  C37 1.091
96 H 2.9348 0.2645 0.8135  C31 1.089
97 H 0.3091 8.6974 -5.5582  C40 1.091
98 H 2.8167 -3.8769 -3.7801  C38 1.090
99 H 1.1782 2.6593 -3.3342  C14 1.090
100 H 1.0273 0.7192 -5.6436  C36 1.090
101 H 0.1797 0.9012 5.3549  C18 1.090
102 H -0.2451 3.4777 4.9001  C45 1.096
103 H 1.6389 -6.0715 -3.8449  C25 1.102
104 H 4.7026 -2.4981 -8.3726  C46 1.091
105 H 2.2913 -2.6282 -7.7000  C47 1.094
106 H 0.3365 -3.1904 -1.7991  C30 1.093
107 H 2.5592 1.8151 -6.7065  C43 1.090
108 H -5.4435 1.3663 2.3895  C23 1.090
109 H -0.8473 -0.1009 7.8008  C39 1.094
110 H -3.0596 -4.0825 6.8586  C44 1.092
111 H 2.9729 7.4800 -4.2995  C35 1.090
112 H -0.4819 0.6413 3.7529  C18 1.092
113 H 0.3654 -7.5744 -2.6960  C49 1.091
114 H 1.3187 2.2196 -1.0902  C29 1.089
115 H 2.5743 -3.8603 -1.6614  C32 1.092
116 H 1.6119 -1.2509 -0.3460  C15 1.090
117 H -3.3978 0.8626 4.5365  C42 1.095
118 H -1.5347 8.1653 -3.7061  C37 1.090
119 H 0.8504 6.8094 -2.3397  C21 1.094
120 H 1.0001 -2.3832 10.3009  C27 1.090
121 H 3.5327 -4.9548 -4.9623  C38 1.091
122 H 1.8445 -4.6788 -0.3169  C32 1.094
123 H -0.5642 8.1340 -6.9763  C40 1.091
124 H -5.0822 0.2393 7.2414  C16 1.108
125 H 2.8876 6.7878 -5.9236  C35 1.089
126 H -1.6422 6.7638 -2.6334  C37 1.092
127 H 0.0773 -0.8019 9.1193  C39 1.088
128 H 2.0258 -7.0026 -0.1739  C24 1.094
129 H -3.5837 -1.0296 5.7444  C26 1.098
130 H -2.3069 -0.4766 -0.9919  N5 1.007
131 H 0.1374 -5.0959 9.1829  C13 1.094
132 H 1.6963 4.8052 -5.1085  C28 1.094
133 H 2.8431 1.0632 -8.2782  C43 1.091
134 H 3.5921 -2.3741 -9.7431  C46 1.090
135 H -4.1494 0.2017 0.7277  N10 1.007
136 H 0.3873 -8.6090 -1.2740  C49 1.091
137 H 2.0343 5.2147 -3.4464  C28 1.096

The value obtained for the orbital gap is 6.84 eV. The maximum force comes out at 1.37 eV Å⁻¹. For the LUMO energy, the calculation gives -2.7 eV. The charge is +1. Its HOMO energy is -0.3497 Ha. For the total energy, the calculation gives -67802.543 eV.

# 2
Formula: C4ClF2O3S2
Source: the OMol25 dataset
Level of theory: ωB97M-V with the def2-TZVPD basis set

Bonds (Å) are listed after each position.
Element x y z (Å)
1 Cl -3.2877 -2.0392 0.0333  C11 1.671
2 S 2.3417 -0.8422 -0.0397  O6 1.439, O7 1.453, O8 1.455, C10 1.805
3 S -1.2258 1.7574 0.5657  C9 1.777, C12 1.802
4 F 1.1611 2.1270 -0.3763  C12 1.351
5 F -3.3185 1.0024 -0.8006  C9 1.388
6 O 2.3526 -2.2424 0.2935  S2 1.439
7 O 2.3465 -0.5334 -1.4594  S2 1.453
8 O 3.1535 0.0233 0.8022  S2 1.455
9 C -2.3496 0.4824 0.0460  S3 1.777, F5 1.388, C11 1.306
10 C 0.7384 -0.1081 0.3456  S2 1.805, C12 1.298
11 C -2.3143 -0.7525 0.4691  Cl1 1.671, C9 1.306
12 C 0.4022 1.1253 0.1205  S3 1.802, F4 1.351, C10 1.298

The value obtained for the orbital gap (alpha / beta) is 8.35 / 6.39 eV. The maximum force comes out at 1.54 eV Å⁻¹. For the LUMO energy (alpha / beta), the calculation gives 2.8 / 0.8 eV. The charge is -1. Its HOMO energy (alpha / beta) is -0.2054 / -0.2045 Ha. As for the multiplicity: 3. For the total energy, the calculation gives -49913.806 eV.